54
Properties=species:S:1:pos:R:3:forces:R:3 method="wB97M-V/def2-TZVPD" e_above_lowest_kcal_mol=0.0 e_tot_ev=-29828.343 e_lumo_ha=0.0889 homo_lumo_gap_ev=5.190 charge=-1 homo_ha=-0.1018
N 29.268 5.389 22.094 -1.6488 1.4609 0.5428
H 30.219 5.621 21.820 -0.0111 -0.4484 -0.0124
H 28.889 4.448 21.843 0.5033 0.6096 0.0816
H 28.656 6.188 21.641 0.0890 -0.2009 -0.3734
H 29.009 5.703 23.075 0.7306 -0.6793 -0.6233
C 27.125 7.059 20.268 -1.5476 0.2876 -0.9949
O 27.932 7.682 21.149 0.3862 -1.1046 -0.0945
O 26.446 6.005 20.706 1.3743 0.4563 -0.1368
O 26.962 7.521 19.077 0.6736 -0.7720 2.0943
C 26.709 1.636 22.701 -0.8277 -1.6104 -0.5371
C 26.958 2.184 21.306 -0.3979 -0.9893 -0.2440
O 27.557 3.406 21.313 -0.1021 2.4649 -0.3197
H 27.512 0.970 23.024 0.3350 0.5886 0.3391
H 25.876 0.915 22.595 -0.0228 0.3565 0.2819
H 26.434 2.388 23.426 0.1098 0.1758 0.1593
H 26.036 2.207 20.719 -0.1800 0.0724 0.1231
H 27.604 1.467 20.784 0.0762 0.0021 -0.0832
H 26.933 4.185 21.092 0.7954 -0.3654 0.0332
C 27.406 4.987 25.375 -0.4378 -0.9698 -0.3787
C 27.511 6.475 25.299 0.7601 0.6388 -0.7700
O 28.604 6.776 24.388 -0.8215 0.6240 0.4112
H 27.248 4.559 24.377 0.3030 0.2221 -0.0099
H 26.540 4.602 25.924 0.1809 0.3719 0.3685
H 28.325 4.571 25.795 -0.0652 -0.0932 0.0157
H 27.765 6.905 26.275 -0.2559 0.0338 -0.0456
H 26.617 6.945 24.883 -0.1350 -0.1356 0.2649
H 28.411 7.653 23.958 0.6339 -0.7880 0.4528
C 32.366 2.225 23.797 -0.5710 0.9985 1.2153
C 30.936 2.810 23.690 1.6512 0.2850 -0.5261
O 30.413 2.531 22.393 -0.5291 0.2031 0.5206
H 32.337 1.214 24.197 0.2983 -0.1791 -0.3300
H 32.904 2.867 24.511 -0.0106 -0.4143 0.1110
H 32.915 2.352 22.873 -0.1198 -0.3744 -0.3327
H 31.057 3.895 23.761 -0.3256 -0.0426 -0.3413
H 30.334 2.549 24.570 -0.3178 -0.4484 -0.4707
H 30.456 1.589 22.209 -0.0332 -0.0594 0.1902
C 32.874 4.160 20.243 -0.4259 -0.4073 -1.2010
C 31.909 4.922 19.303 0.9118 -0.6577 0.4083
O 31.309 5.959 20.041 0.0320 0.4713 -0.0086
H 33.353 4.857 20.920 0.0350 -0.0694 0.2611
H 33.630 3.653 19.627 0.0651 0.2264 0.1205
H 32.335 3.345 20.723 -0.0039 0.3220 0.5628
H 31.169 4.205 18.935 -0.1151 0.2101 -0.1743
H 32.501 5.299 18.462 -0.2520 0.1745 -0.0429
H 31.079 6.698 19.464 -0.2904 -0.2300 0.1517
C 30.715 10.610 23.776 -0.1536 0.2346 0.9619
C 29.920 9.993 22.660 1.4787 -0.3556 -1.1395
O 28.859 9.251 23.189 -0.4806 -0.2973 -1.2256
H 31.730 10.904 23.506 -0.1003 0.0891 -0.2663
H 30.807 9.838 24.548 0.0865 0.0269 -0.0571
H 30.222 11.454 24.272 -0.0317 0.0160 -0.2084
H 30.661 9.375 22.101 -0.4360 -0.4577 0.4087
H 29.640 10.656 21.826 -0.5216 0.4147 0.6509
H 28.480 8.759 22.390 -0.3384 0.1126 0.2167


58
Properties=species:S:1:pos:R:3:forces:R:3 method="wB97M-V/def2-TZVPD" e_above_lowest_kcal_mol=96.2 e_tot_ev=-32281.893 e_lumo_ha=0.0209 homo_lumo_gap_ev=9.336 smiles="NC(N)=O.NC(N)=O.CCO.CCO.CCO.CCO.CO" homo_ha=-0.3222
N -0.103 -0.986 -1.478 2.5343 0.9270 0.9425
C -1.030 -1.627 -2.137 -1.1790 -1.1532 -4.9591
N -2.094 -1.772 -1.346 -3.7260 -1.4119 -1.2625
O -0.961 -1.967 -3.436 -0.1515 1.1701 5.6156
H 0.785 -1.024 -1.900 1.1216 0.2325 -0.2704
H -0.188 -0.495 -0.557 -0.0871 -0.6237 -1.0314
H -2.969 -2.070 -1.856 1.5043 0.4561 1.2240
H -2.141 -1.517 -0.351 0.0190 -0.1843 -0.8005
N 3.888 2.431 -1.497 5.4668 2.1885 -1.6405
C 2.930 2.109 -0.709 0.0199 1.1803 9.3627
N 1.917 1.586 -1.274 -5.0869 -2.0890 -1.2912
O 3.001 2.306 0.708 -0.1913 -1.1252 -6.6770
H 4.786 2.766 -1.087 -1.4966 -0.3942 -0.3432
H 3.786 2.647 -2.483 -0.2998 -0.4240 0.3709
H 1.057 1.347 -0.746 1.3347 0.4644 -0.0282
H 1.822 1.417 -2.281 0.6213 0.1360 0.3965
C -0.005 1.746 3.468 1.7696 -0.7693 0.2479
C 0.732 0.455 3.950 -0.0238 2.1526 -2.4269
O 0.756 -0.487 2.894 -2.2120 -1.2769 0.1243
H -1.064 1.678 3.259 -0.1374 -0.2664 0.2957
H 0.544 2.045 2.583 -0.1525 -0.0084 -0.5725
H 0.242 2.557 4.122 -0.3805 0.4482 0.8401
H 0.421 0.056 4.841 -1.5200 -1.3344 1.9325
H 1.755 0.634 4.117 1.3259 1.0976 0.4473
H 1.590 -0.468 2.474 1.4702 0.1280 -0.6794
C 0.178 2.424 -4.404 2.0901 0.0194 -2.0411
C 0.328 0.918 -4.256 -2.0948 0.0707 1.3122
O 1.670 0.580 -4.053 1.1154 0.6766 0.4889
H 0.732 2.850 -5.320 -0.9817 -0.8393 1.0720
H 0.565 3.008 -3.608 0.6117 0.1876 1.2200
H -0.836 2.684 -4.439 -1.5988 0.2702 -0.4497
H -0.008 0.407 -5.156 -0.4275 -0.0216 0.0863
H -0.361 0.600 -3.350 1.3989 0.3287 -1.8253
H 1.768 -0.322 -3.760 -0.2469 -0.5735 -0.1594
C 0.286 -4.924 1.191 1.1508 -0.0561 0.8463
C 0.457 -3.454 1.569 0.5510 -1.1547 0.8689
O -0.421 -3.167 2.633 -1.1517 0.0957 0.2732
H 0.610 -5.077 0.193 0.0238 -0.1440 -1.1424
H -0.719 -5.232 1.327 -1.1658 -0.0640 -0.2270
H 0.866 -5.672 1.777 -0.0945 0.9445 0.0676
H 0.332 -2.772 0.758 -0.5106 0.3321 -1.0013
H 1.444 -3.259 1.940 0.9611 -0.1035 0.0440
H -0.279 -2.253 2.895 0.5290 0.2515 0.3056
C -1.245 2.404 -0.689 -1.6691 1.6750 0.5504
C -1.414 1.406 0.423 1.3575 0.8016 -1.4211
O -0.162 0.727 0.521 -0.2749 -0.2236 1.9358
H -2.264 2.791 -0.941 0.6781 -0.1571 0.1385
H -0.830 2.062 -1.618 0.4044 -0.4308 -0.1877
H -0.703 3.242 -0.256 0.3837 0.1893 -0.5495
H -2.120 0.719 0.069 -1.5063 -1.1547 0.2962
H -1.673 1.974 1.315 -0.1404 -0.5117 0.1490
H -0.112 0.288 1.407 0.2447 0.2577 -0.6563
C -2.819 -0.830 2.595 -0.3191 0.1621 1.0666
O -2.236 -1.380 1.481 -0.9874 0.7512 -2.1366
H -3.069 0.175 2.315 -0.6302 0.4903 0.2004
H -2.093 -0.786 3.367 0.9150 0.4032 1.0558
H -3.640 -1.378 3.081 -0.2371 0.0247 -0.7848
H -1.694 -2.102 1.698 1.0781 -2.0177 0.7870


70
Properties=species:S:1:pos:R:3:forces:R:3 method="wB97M-V/def2-TZVPD" e_above_lowest_kcal_mol=17.1 e_tot_ev=-49450.013 e_lumo_ha=0.0091 homo_lumo_gap_ev=9.641 smiles="NC(N)=O.NC(N)=O.NC(N)=O.NC(N)=O.NC(N)=O.OCCO.OCCO.OCCO" homo_ha=-0.3452
N -2.711 -4.106 -0.492 -0.3372 -1.7570 2.2960
C -2.124 -3.147 -1.214 1.0638 1.0853 -1.1788
N -0.954 -2.533 -0.604 -1.5787 0.8238 -2.2380
O -2.576 -2.904 -2.330 1.0175 0.6254 0.6592
H -3.402 -4.722 -0.898 0.1637 0.5740 -0.3904
H -2.282 -4.521 0.332 0.0868 0.4860 -0.3844
H -0.695 -1.615 -1.099 -0.6575 -1.5605 1.0704
H -1.046 -2.432 0.396 0.2058 0.1008 0.1042
N 1.581 -4.228 3.516 -0.1141 -0.3042 0.2333
C 1.575 -2.857 3.433 -1.3582 0.3047 1.2899
N 2.700 -2.276 2.946 0.1145 -0.1375 -0.0714
O 0.599 -2.174 3.811 1.1572 -1.0236 -1.0813
H 2.461 -4.736 3.486 -0.5740 0.1722 -0.0615
H 0.779 -4.667 3.974 0.7387 0.4197 -0.1904
H 3.612 -2.734 2.900 -0.7984 0.5567 -0.2677
H 2.497 -1.336 2.648 0.8526 0.1488 0.1199
N -1.239 5.061 -1.834 0.1715 0.6778 0.4579
C -1.246 5.686 -0.552 0.2390 -0.0783 0.5956
N -2.463 5.564 0.128 -0.3748 -0.8312 -0.3478
O -0.268 6.243 -0.039 -1.5640 -1.0802 -1.2571
H -2.105 5.069 -2.386 0.6133 0.0645 0.5963
H -0.410 5.300 -2.386 -0.5438 -0.0067 0.3951
H -2.427 5.750 1.124 0.2672 0.1667 -0.3379
H -3.156 4.813 -0.081 1.2434 0.9255 -0.0619
N -0.244 -0.936 -5.118 -0.2115 0.3869 1.2164
C 0.424 0.205 -5.602 0.0390 0.6683 -0.6624
N 0.690 1.198 -4.627 -1.0524 -2.5114 0.2312
O 0.723 0.317 -6.795 -0.3956 -0.0607 1.6346
H -0.667 -1.590 -5.777 0.5468 0.7141 0.1574
H -0.652 -0.992 -4.155 0.6756 0.3890 -1.4497
H 0.578 0.896 -3.664 -0.0544 0.2604 -0.0523
H 1.123 2.081 -4.751 0.3826 0.1262 -0.8511
N 1.110 0.333 0.505 -0.0495 -1.5250 -1.0306
C 0.506 0.999 -0.526 0.4041 -2.2829 0.5189
N 0.263 2.273 -0.367 0.5901 0.9480 1.2164
O 0.124 0.414 -1.545 -0.0859 -0.7686 -0.5820
H 1.553 0.776 1.285 0.1782 0.3951 0.3579
H 1.305 -0.672 0.343 -0.0995 1.0327 0.0992
H 0.592 2.767 0.434 -0.0962 0.5139 0.3199
H -0.183 2.690 -1.120 -0.8365 1.3126 -1.1704
O -3.086 2.206 1.244 -0.1300 0.4279 -0.9186
C -3.744 1.726 0.033 0.2243 -0.2797 0.5184
C -3.620 0.239 -0.031 1.4889 -0.1427 -0.5118
O -4.096 -0.252 1.184 -0.6521 -0.3091 0.7399
H -3.162 1.581 1.986 -0.4660 -0.1108 -0.7713
H -4.787 1.992 -0.040 -0.5171 0.4536 0.5638
H -3.273 2.117 -0.871 0.4133 0.3532 0.3426
H -2.531 0.093 -0.097 -0.0267 -0.4426 -0.0970
H -4.066 -0.236 -0.917 -0.1796 0.3168 0.1941
H -4.048 -1.207 1.208 0.0531 -0.2387 -0.0436
O -0.133 3.007 2.671 0.2416 0.5667 -0.4891
C -0.082 1.698 3.204 -0.6025 1.3069 1.3424
C 1.225 1.632 3.929 0.0265 -0.3175 -1.2823
O 2.242 1.617 2.918 1.0379 0.4310 -0.0957
H -0.950 3.084 2.184 -0.5283 0.1908 -0.3862
H -0.799 1.645 4.018 -0.7759 -0.4338 -0.0424
H -0.279 0.985 2.409 0.2940 -0.5105 0.3554
H 1.210 0.699 4.474 0.6563 -0.3220 0.1302
H 1.365 2.479 4.611 -0.2109 -0.1573 -0.1459
H 2.395 2.521 2.562 -0.3619 -0.8094 0.6495
O 1.931 -2.626 -0.369 0.7330 0.0612 0.0802
C 3.304 -2.433 -0.731 0.2710 -0.3839 0.0068
C 4.032 -3.805 -0.978 -0.7539 1.3044 -1.1015
O 5.451 -3.590 -1.152 -0.6006 -0.4825 -1.3352
H 1.399 -2.422 -1.134 -0.4400 -0.1959 -0.2935
H 3.387 -1.765 -1.588 0.0357 -0.0616 -0.1481
H 3.770 -1.912 0.115 0.1967 -0.2620 -0.1315
H 3.640 -4.296 -1.920 0.0660 0.3922 1.2554
H 3.743 -4.367 -0.085 0.7008 -0.5014 -0.2168
H 5.614 -3.671 -2.138 -0.1627 0.2050 1.9293


69
Properties=species:S:1:pos:R:3:forces:R:3 method="wB97M-V/def2-TZVPD" e_tot_ev=-45831.124 e_lumo_ha=-0.2654 homo_lumo_gap_ev=5.006 charge=+2 homo_ha=-0.4494
Y 9.409 13.802 -22.762 -1.8953 -0.4099 5.4004
O 8.874 13.961 -20.644 1.0425 -0.1216 -2.3007
H 8.438 14.176 -19.823 -0.1656 0.2347 0.1071
C 8.238 16.715 -17.772 -0.0929 -0.6992 0.4982
C 7.962 17.358 -19.105 -0.2017 0.7322 0.1134
O 7.335 16.454 -20.014 0.5411 -0.2444 -0.3612
H 8.856 15.821 -17.908 0.1161 -0.0151 -0.0753
H 7.323 16.361 -17.291 -0.1008 0.0614 -0.1571
H 8.752 17.320 -17.025 0.0249 0.3502 -0.3154
H 8.855 17.845 -19.509 0.1980 -0.4787 -0.2530
H 7.260 18.191 -19.034 -0.1783 -0.1459 0.2694
H 7.856 15.638 -20.143 -0.0716 1.0405 -0.0053
C 10.575 17.122 -22.094 1.0331 2.5926 0.4609
O 10.016 16.032 -22.372 -0.3179 -2.0477 -1.0319
N 11.163 17.383 -20.919 -0.6672 -1.1684 -0.4826
N 10.597 18.158 -22.968 -0.6917 -1.2449 -0.5087
H 11.414 16.574 -20.353 0.3519 0.0630 0.1912
H 11.708 18.219 -20.813 0.0742 0.0684 0.0732
H 11.013 19.050 -22.778 0.0515 0.0417 0.1675
H 10.116 18.034 -23.842 0.0188 0.2001 0.0054
C 6.689 11.670 -21.866 -0.8308 1.0126 1.2211
O 7.382 12.481 -22.543 1.3905 0.2755 -1.2141
N 5.798 12.134 -20.976 0.6065 0.1255 -0.9759
N 6.778 10.330 -21.941 0.5766 0.2871 -0.3640
H 5.144 11.501 -20.552 -0.1903 0.1691 0.1314
H 5.618 13.137 -20.946 -0.2964 0.0724 0.4336
H 6.462 9.847 -21.119 0.0371 -0.4817 -0.1880
H 7.524 9.952 -22.501 -0.1097 -0.2069 0.1468
C 7.504 11.772 -17.655 0.3969 1.2665 0.0094
O 6.981 12.811 -17.285 -0.1189 -0.2802 -0.0510
N 7.489 10.596 -16.979 0.0293 -0.7819 -0.0782
N 8.268 11.740 -18.810 -0.5296 -0.4394 0.8290
H 7.906 9.781 -17.389 0.0602 -0.0550 0.0615
H 7.118 10.455 -16.057 -0.2748 0.5391 -0.0458
H 8.661 10.839 -19.003 0.5174 0.3252 -0.7579
H 8.397 12.596 -19.346 0.0439 -1.1665 -0.0418
C 11.181 10.826 -21.636 -0.5410 0.0988 0.1084
O 10.395 11.800 -21.801 0.1600 1.1443 -1.3125
N 11.091 9.704 -22.369 0.5271 -0.3991 0.4509
N 12.079 10.825 -20.640 -0.7167 -0.0008 -0.8170
H 10.604 9.582 -23.237 -0.2332 0.3901 0.0539
H 11.665 8.932 -22.071 -0.0120 -0.1706 -0.3291
H 12.650 10.005 -20.546 0.4648 0.3163 0.5009
H 12.174 11.675 -20.107 0.2300 -0.1900 0.2681
C 12.354 14.746 -18.749 0.2547 -0.9820 -0.6480
O 12.682 15.408 -19.735 0.0459 0.2831 0.3626
N 13.143 14.517 -17.659 -0.5965 0.4024 -0.8721
N 11.187 14.033 -18.750 0.3422 -0.2910 0.9484
H 12.753 13.981 -16.910 0.4059 0.0649 0.4067
H 14.055 14.934 -17.622 -0.0332 0.0567 0.2177
H 11.052 13.417 -17.968 -0.4901 -0.1027 -0.0835
H 10.589 13.930 -19.553 -0.0885 0.3215 -0.1517
C 2.821 14.352 -18.667 -1.2295 0.5565 -0.3394
C 3.687 15.491 -19.185 1.6944 -1.3873 1.4338
C 3.987 16.507 -18.053 -0.3040 -0.1329 -1.0030
O 2.784 16.918 -17.451 0.3412 0.8521 0.4659
C 2.241 18.089 -18.060 0.6402 -0.5960 -1.1117
N 4.976 14.831 -19.544 0.6806 0.5126 -1.5096
H 2.271 13.877 -19.483 0.4123 -0.3281 -0.0758
H 2.017 14.727 -18.033 0.2264 0.0338 0.2412
H 3.429 13.639 -18.113 -0.1022 -0.0750 0.0348
H 3.288 15.975 -20.073 -0.0898 -0.0055 0.0161
H 4.563 17.333 -18.493 -0.2326 0.2999 0.0245
H 4.691 16.066 -17.344 -0.4805 -0.2832 0.3718
H 2.329 17.967 -19.148 -0.5294 -0.0980 -0.1052
H 2.832 18.997 -17.915 -0.1029 0.0040 0.8243
H 1.198 18.174 -17.781 0.0596 0.1830 0.1733
H 5.713 15.522 -19.694 -0.4118 0.0189 -0.1290
H 5.388 14.208 -18.860 -0.6684 0.0325 0.6726